# 1
Molecular formula: C3H14N2O2
Method: DFT, the ωB97M-V functional and the def2-TZVPD basis

Calculated values
- HOMO level: -9.09 eV
- Relative energy (zero: lowest compared OMol25 entry of this formula, charge and spin): 26.97 kcal per mole
- E_tot: -10412.6216 eV
- LUMO energy: 0.678 eV
- SMILES: CCNCN.O.O

XYZ file:
```
21
Properties=species:S:1:pos:R:3:forces:R:3:nbo_charge:R:1
C 0.569 2.734 0.816 0.1777 -0.8824 -0.2604 -0.6073
C 1.325 1.477 0.317 0.5878 1.5067 0.7357 -0.2170
N 0.532 0.284 0.346 -0.5948 -0.7566 -0.5687 -0.6369
C 1.285 -0.904 -0.109 0.3415 1.2094 0.5942 -0.0417
N 0.552 -2.141 0.005 -0.5602 -0.0185 -0.4368 -0.8201
H -0.016 2.468 1.697 -0.3051 0.1608 -0.1283 0.1994
H 1.249 3.523 1.118 0.2745 0.0446 -0.0462 0.2094
H -0.032 3.108 -0.009 -0.4775 0.0803 0.3261 0.2189
H 2.232 1.382 0.940 0.0921 -0.1340 -0.1905 0.1544
H 1.658 1.735 -0.692 0.0770 -0.5232 -0.1179 0.1757
H 0.234 0.100 1.298 -0.0338 0.1704 0.0562 0.3441
H 1.564 -0.710 -1.144 0.0745 -0.1917 -0.0892 0.1717
H 2.221 -0.923 0.477 -0.0422 -0.4214 -0.1192 0.1424
H 0.098 -2.296 -0.888 0.0870 -0.2509 -0.1037 0.3556
H -0.253 -2.022 0.615 0.3043 0.0358 0.3309 0.3502
O -3.294 -5.321 0.737 0.4462 -1.1036 -1.0876 -0.9284
H -3.998 -5.535 1.321 -0.9310 -0.3486 0.7366 0.4654
H -3.039 -4.453 0.971 0.4797 1.4483 0.3514 0.4631
O -1.019 2.867 -2.546 -0.1315 0.2649 -0.0560 -0.9431
H -1.641 2.253 -2.954 0.2906 -0.0486 0.1464 0.4736
H -0.226 2.375 -2.317 -0.1569 -0.2416 -0.0729 0.4705
```
Forces are in eV/Å.

# 2
Molecular formula: C7H12O
Method: DFT, the ωB97M-V functional and the def2-TZVPD basis

Calculated values
- Spin multiplicity: 2
- Net charge: +1
- HOMO level (alpha / beta): -14.12 / -14.09 eV
- ⟨S²⟩: 0.78
- Relative energy (zero: lowest compared OMol25 entry of this formula, charge and spin): 21.89 kcal per mole
- E_tot: -9490.1677 eV
- LUMO energy (alpha / beta): -4.337 / -8.045 eV

XYZ file:
```
20
Properties=species:S:1:pos:R:3:forces:R:3:lowdin_spin:R:1
C 0.268 2.342 0.119 0.0098 1.2895 1.8591 0.0172
C -0.395 1.121 0.642 -0.9797 -1.2488 -2.3998 0.1361
C -1.216 1.097 1.747 0.7370 0.1068 0.5081 0.3780
C -0.400 -1.262 -0.197 -1.5645 -2.1754 -1.9046 0.2375
C -0.575 0.065 -0.368 0.3729 1.6692 1.4613 0.1079
C 0.298 -2.170 -2.316 -0.1653 -0.3611 -0.9084 0.0193
C -0.668 -2.155 -1.407 1.2481 1.3674 0.6115 0.0276
H 1.148 2.190 -0.486 -0.1480 -0.2546 -0.4791 0.0001
H -0.473 3.024 -0.318 0.1383 -0.3383 -0.4685 0.0060
H 0.593 2.953 0.982 0.0492 -0.2319 -0.1400 0.0058
H -1.836 0.255 2.011 0.0725 -0.1744 -0.0487 0.0142
H -1.235 1.967 2.384 -0.2398 0.1705 0.1481 0.0164
H -0.063 -1.806 0.665 -0.0044 0.5206 0.7216 0.0083
H -0.822 0.462 -1.353 0.3474 -0.2466 -0.0625 0.0035
H 0.181 -2.738 -3.232 -0.0585 -0.1284 0.1094 0.0024
H 1.242 -1.634 -2.270 -0.2046 0.0709 0.3784 0.0010
H -1.594 -2.695 -1.555 -0.0126 -0.0881 0.3824 0.0068
H 2.196 -0.918 1.219 -0.0655 0.3174 0.4312 0.0014
H 1.781 0.418 1.884 0.4454 0.1092 0.1051 0.0010
O 1.573 -0.516 1.849 0.0221 -0.3740 -0.3046 0.0093
```
Forces are in eV/Å.

# 3
Molecular formula: C23H52IrP4S
Method: DFT, the ωB97M-V functional and the def2-TZVPD basis

Calculated values
- Spin multiplicity: 5
- Net charge: +3
- HOMO level (alpha / beta): -16.14 / -16.62 eV
- ⟨S²⟩: 6.03
- Relative energy (zero: lowest compared OMol25 entry of this formula, charge and spin): 0.00 kcal per mole
- E_tot: -75497.0734 eV
- LUMO energy (alpha / beta): -8.199 / -12.144 eV

XYZ file:
```
81
Properties=species:S:1:pos:R:3:forces:R:3:lowdin_spin:R:1
Ir 0.739 0.232 -0.062 0.3720 -0.9811 -0.0988 1.2922
P 0.879 -2.113 -0.041 0.0097 -1.7534 -0.1327 0.2019
P 2.110 2.028 0.321 1.4883 1.1171 0.5973 0.1735
P 0.844 0.430 -2.394 -0.2454 0.0363 -1.8771 0.2464
H -4.778 -0.496 -0.160 0.1575 0.0711 -0.3439 0.0001
C -4.438 -0.309 -1.183 0.0928 -0.4599 -0.4315 0.0021
C -3.705 -1.210 -1.852 -0.7134 0.1236 0.4023 0.0015
H -3.425 -2.167 -1.393 -0.2050 0.3481 -0.1771 0.0001
C 0.593 -2.979 1.542 -0.0044 0.3801 0.2071 0.0284
C 2.478 -2.833 -0.569 0.0452 0.3275 0.0250 0.0282
C -0.371 -2.827 -1.171 -0.0888 0.1011 -0.1568 0.0647
C 1.376 3.676 -0.007 -0.2722 0.1192 -0.0253 0.0533
C 2.695 2.100 2.051 -0.0224 -0.1991 0.0278 0.0220
C 3.660 1.977 -0.646 -0.0195 -0.2325 -0.0705 0.0287
C -0.502 -0.317 -3.389 -0.2510 -0.3083 0.0515 0.0422
C 2.325 -0.480 -3.002 0.1122 -0.1036 0.2616 0.0642
C 1.091 2.101 -3.115 0.1725 0.4254 0.3397 0.0409
H -4.780 0.627 -1.640 0.1014 -0.4610 0.2371 0.0003
H -3.474 -1.099 -2.914 0.0095 -0.0231 0.3112 0.0000
H -0.445 -2.877 1.882 0.3671 -0.0089 -0.1091 0.0001
H 1.270 -2.584 2.307 -0.0792 -0.1702 -0.1112 0.0017
H 0.818 -4.045 1.397 -0.0748 0.2802 -0.1116 0.0052
H 3.299 -2.274 -0.101 -0.1382 -0.2396 -0.1269 0.0038
H 2.594 -2.804 -1.657 -0.0162 -0.0539 0.3204 0.0001
H 2.517 -3.874 -0.222 -0.0612 0.2306 -0.1506 0.0046
H -1.271 -2.199 -1.222 0.2386 -0.2011 0.0551 0.0046
H -0.653 -3.824 -0.804 0.1257 0.2243 -0.0308 0.0101
H 0.053 -2.936 -2.179 -0.1334 0.0852 0.2952 0.0010
H 2.024 4.233 -0.697 -0.1009 -0.1771 0.1813 0.0051
H 1.310 4.232 0.938 0.0468 -0.1649 -0.2492 0.0031
H 0.369 3.594 -0.438 0.2725 0.0293 0.1337 0.0025
H 3.656 2.632 2.072 -0.2800 -0.0308 0.0584 0.0037
H 2.847 1.084 2.434 0.0916 0.2555 -0.0493 0.0041
H 1.978 2.622 2.695 0.1833 -0.1204 -0.1596 -0.0001
H 4.440 2.486 -0.064 -0.1780 -0.0531 -0.2245 0.0043
H 3.543 2.479 -1.614 0.0027 -0.1318 0.2370 0.0003
H 3.969 0.939 -0.813 0.0523 0.2698 0.0866 0.0027
H -0.808 0.377 -4.181 0.1200 -0.0965 0.2223 0.0050
H -1.385 -0.539 -2.778 0.2873 0.1318 -0.1531 0.0029
H -0.146 -1.243 -3.859 -0.0443 0.2423 0.1125 0.0017
H 2.715 0.037 -3.888 -0.1378 -0.1188 0.1746 0.0094
H 2.044 -1.500 -3.291 0.0808 0.2627 0.1053 0.0011
H 3.115 -0.523 -2.244 -0.0826 0.0106 -0.2521 0.0046
H 0.382 2.261 -3.938 0.1438 -0.1276 0.2375 0.0037
H 2.113 2.187 -3.509 -0.2733 -0.0701 0.1155 0.0024
H 0.926 2.893 -2.375 0.0024 -0.2417 -0.3279 0.0041
C -2.505 2.658 -2.857 -0.0824 0.1078 0.0245 0.1258
C -2.255 4.006 -3.224 -0.2317 0.2514 -0.5393 0.1008
C -2.837 4.528 -4.374 0.3808 0.1271 0.4851 0.0012
C -3.690 3.736 -5.158 0.0841 0.0243 0.0409 0.1662
C -3.969 2.415 -4.781 0.0256 -0.5455 0.3702 0.0048
C -3.391 1.877 -3.640 -0.2430 0.0907 -0.4800 0.0947
S -1.732 1.993 -1.503 -0.0033 0.1837 0.0998 0.5354
H 1.944 -0.555 0.735 0.3329 0.5372 0.0315 0.1055
H -1.596 4.586 -2.580 -0.1856 0.0470 -0.2716 0.0023
H -2.628 5.560 -4.660 -0.1077 -0.3231 0.0567 -0.0021
H -4.137 4.151 -6.064 0.1102 -0.1155 0.2955 0.0072
H -4.644 1.794 -5.371 0.1679 0.2678 0.0914 -0.0020
H -3.600 0.861 -3.306 0.0317 0.3662 -0.3393 0.0027
C -2.703 -1.503 1.997 -0.0555 -0.3278 0.0965 0.0028
C -2.388 -0.155 1.355 -0.0304 0.1879 -0.1828 0.0519
P -0.745 0.613 1.682 -2.1244 0.6195 1.3126 0.2539
C -1.095 2.409 1.962 0.3027 0.0740 -0.5553 0.0414
C -2.203 2.782 2.946 -0.1597 0.1004 0.4207 0.0130
C -0.096 -0.007 3.295 0.7306 -0.3800 -0.4833 0.0545
C -0.959 0.221 4.533 -0.3469 0.2171 0.4451 0.0212
H -2.289 -2.340 1.419 -0.1340 0.2241 0.1588 0.0003
H -3.794 -1.642 2.004 0.3589 0.0037 0.0642 0.0012
H -2.346 -1.574 3.032 -0.1949 -0.0906 -0.2852 0.0000
H -2.494 -0.231 0.265 0.1016 0.1538 0.2394 0.0080
H -3.139 0.587 1.661 0.2697 -0.1017 -0.0169 0.0076
H -0.146 2.869 2.277 -0.2506 -0.1295 -0.1038 0.0004
H -1.341 2.816 0.969 0.1300 -0.1147 0.2696 0.0086
H -1.900 2.627 3.987 -0.1848 0.0661 -0.3608 0.0001
H -2.418 3.852 2.828 0.0391 -0.2731 -0.0073 0.0025
H -3.139 2.241 2.770 0.2060 0.1604 0.0464 0.0006
H 0.099 -1.080 3.164 -0.0664 0.3272 0.0254 0.0004
H 0.884 0.473 3.431 -0.2075 -0.1882 -0.0295 0.0009
H -2.031 0.055 4.362 0.2948 0.0934 0.0447 0.0004
H -0.640 -0.479 5.319 -0.0550 0.1516 -0.2607 0.0047
H -0.824 1.231 4.937 -0.0569 -0.3362 -0.1299 0.0003
```
Forces are in eV/Å.

# 4
Molecular formula: C24H42N4O18
Method: DFT, the ωB97M-V functional and the def2-TZVPD basis

Calculated values
- HOMO level: -10.08 eV
- E_tot: -68371.0597 eV
- LUMO energy: -0.624 eV
- SMILES: C[N+](=O)[O-].C[N+](=O)[O-].C[N+](=O)[O-].C[N+](=O)[O-].O=C1CCCO1.O=C1CCCO1.O=C1CCCO1.O=C1CCCO1.O=C1CCCO1

XYZ file:
```
88
Properties=species:S:1:pos:R:3:forces:R:3:lowdin_charge:R:1
C -9.836 6.629 -13.659 -2.1630 2.0511 0.7893 0.0181
N -8.487 6.062 -13.753 -1.0016 -0.2924 1.3418 -0.4235
O -8.155 5.667 -14.831 0.7733 -0.4049 -1.4660 0.0786
O -7.853 5.958 -12.723 -0.0443 0.1479 -0.2162 0.0745
H -10.174 7.285 -14.461 0.9592 -0.2928 -0.7073 0.0710
H -9.937 7.305 -12.810 0.5942 -0.3297 0.3157 0.0982
H -10.699 5.968 -13.575 0.7469 -1.0661 0.0839 0.0998
C -8.200 9.631 -14.928 0.2683 0.0847 -0.7714 0.0417
N -9.620 10.016 -14.939 -0.4771 -0.8220 1.7143 -0.4439
O -10.207 9.922 -13.845 0.4166 0.4356 -1.5858 0.0320
O -10.114 10.259 -16.007 -0.5769 0.2865 -0.0955 0.0860
H -7.761 9.974 -13.991 0.0575 -0.3245 -0.2649 0.1008
H -7.771 10.022 -15.851 0.2153 0.3463 0.3829 0.1082
H -8.204 8.554 -15.096 0.1555 -0.0941 0.5673 0.0901
C -13.382 7.483 -14.215 -1.6214 -0.1212 0.9693 0.0384
N -14.871 7.744 -14.072 0.4121 -0.4054 0.6338 -0.4473
O -15.476 7.704 -15.099 -0.9639 0.2179 -1.1748 0.0754
O -15.373 7.899 -12.971 0.4888 0.1223 -0.1221 0.0516
H -13.101 7.377 -13.168 0.8254 0.4158 -0.4736 0.0694
H -13.030 8.315 -14.825 0.4202 -0.2952 0.2493 0.1025
H -13.397 6.492 -14.669 0.5256 0.3239 -0.2306 0.0872
C -4.628 9.933 -13.011 0.2831 -0.8458 -1.8381 0.0752
N -5.020 8.619 -13.676 -1.1568 -1.4574 1.9472 -0.4575
O -4.748 8.361 -14.805 1.0215 1.3320 -1.8711 0.0877
O -5.604 7.793 -13.002 -0.5090 0.3264 1.2736 0.0251
H -3.573 9.890 -13.284 0.1029 0.8269 0.5198 0.1020
H -4.858 9.990 -11.947 -0.0141 -0.3853 -0.3853 0.1020
H -5.154 10.649 -13.642 0.2571 0.3587 0.3534 0.0904
O -3.117 3.570 -15.871 0.3097 -0.6285 -0.0006 0.1174
C -3.283 3.759 -14.697 -0.1012 -0.2381 -0.8084 -0.5511
C -2.898 3.039 -13.479 1.6637 -1.3902 1.2019 -0.0714
C -3.718 3.659 -12.394 -0.2548 -0.5259 3.0170 -0.1679
C -3.956 5.020 -12.878 -0.4963 1.0076 -1.4190 -0.1560
O -3.953 4.793 -14.275 -1.5220 3.0161 -1.6788 0.0364
H -2.834 1.952 -13.527 -0.3826 0.1087 -0.1847 0.1363
H -1.890 3.348 -13.201 0.4728 -0.0290 -0.5364 0.1385
H -4.631 3.150 -12.087 -0.0805 -0.1571 -0.4063 0.1102
H -3.146 3.850 -11.486 0.1018 -0.8858 0.3270 0.1250
H -4.892 5.539 -12.673 0.0242 -0.3676 0.3386 0.1109
H -3.138 5.709 -12.666 0.1600 0.0290 0.1935 0.1367
O -10.525 4.818 -21.009 -1.6410 1.6728 4.2416 0.0560
C -10.791 5.317 -19.881 2.3884 -0.7715 -3.1935 -0.4131
C -10.337 4.787 -18.500 -0.9136 1.0734 -1.5450 -0.0546
C -10.621 5.984 -17.579 0.0943 -1.2303 1.2296 -0.1659
C -11.001 7.141 -18.448 -0.4265 0.4399 -0.4313 -0.1500
O -11.324 6.550 -19.732 0.0386 0.4054 -0.2909 0.0260
H -11.014 3.942 -18.375 0.6136 -0.3225 0.5836 0.1261
H -9.273 4.573 -18.607 -0.2431 -0.5117 0.2076 0.1255
H -11.469 5.755 -16.933 0.0600 -0.1289 0.1267 0.1095
H -9.760 6.156 -16.934 -0.0674 0.2285 -0.0165 0.0926
H -11.854 7.709 -18.076 -0.4182 -0.4548 -0.1691 0.1215
H -10.254 7.932 -18.506 0.5228 -0.3818 -0.6925 0.1218
O -7.602 2.531 -12.769 -0.0730 0.3591 -0.0117 0.1033
C -7.681 2.073 -13.875 0.4779 -0.8049 1.0657 -0.4641
C -6.816 2.400 -15.077 -0.5709 0.0838 0.9762 -0.0455
C -7.242 1.364 -16.089 1.7321 0.7049 -1.2268 -0.1669
C -8.374 0.633 -15.491 -1.5842 0.0453 -0.0825 -0.1712
O -8.572 1.076 -14.138 0.5639 0.4067 -0.5894 0.0429
H -7.169 3.405 -15.307 0.3448 0.1307 -0.4504 0.1141
H -5.763 2.473 -14.803 -0.1557 -0.1386 -0.0270 0.1205
H -7.584 1.928 -16.957 0.2047 -0.4503 -0.2980 0.1145
H -6.516 0.614 -16.404 0.5581 0.5965 0.0274 0.1238
H -9.177 1.006 -16.126 -0.9885 -0.9832 0.5998 0.1245
H -8.230 -0.447 -15.506 -0.4140 0.1343 0.0715 0.1317
O -4.258 5.639 -8.642 -2.8047 -1.7169 -0.6721 0.0618
C -5.256 4.912 -8.839 3.7434 3.4526 1.5419 -0.4869
C -6.658 5.313 -9.096 0.3202 1.3345 -0.2796 -0.0891
C -7.229 4.088 -9.716 -1.4215 -0.1377 -0.2667 -0.1473
C -6.248 2.975 -9.318 -1.6059 -0.6830 -2.4941 -0.1507
O -5.144 3.614 -8.755 0.7101 -1.6707 0.8064 0.0661
H -7.105 5.647 -8.160 -0.0007 -0.1585 0.0980 0.1362
H -6.630 6.176 -9.761 -0.1654 0.0211 0.0365 0.1277
H -8.234 3.892 -9.343 0.0133 -0.1672 0.0062 0.1096
H -7.349 4.257 -10.786 0.2859 -0.4586 -0.0478 0.0876
H -6.801 2.188 -8.806 0.7670 0.2232 1.1556 0.1291
H -5.906 2.477 -10.225 0.1325 -0.0528 -0.0728 0.1078
O -13.384 5.057 -12.772 0.0921 -0.6470 4.2077 0.0261
C -13.272 5.042 -11.516 0.6593 1.8142 -3.0953 -0.4158
C -13.877 6.063 -10.507 1.5086 -1.5263 -0.0171 -0.0420
C -12.819 5.979 -9.341 -1.8646 -0.2274 0.5077 -0.1460
C -12.288 4.536 -9.439 -0.4137 2.0144 -1.8535 -0.0977
O -12.353 4.288 -10.898 -0.1568 -0.7808 0.3747 0.0100
H -14.040 7.042 -10.958 -0.1499 -0.2724 0.0594 0.1005
H -14.799 5.576 -10.188 -0.2900 0.4647 0.1044 0.1266
H -12.120 6.812 -9.270 0.1986 -0.3255 -0.4365 0.1124
H -13.391 5.956 -8.413 0.1077 0.6100 0.2177 0.1024
H -11.237 4.496 -9.150 -0.3317 -0.6788 0.1052 0.1224
H -13.030 3.929 -8.921 0.6729 -0.6120 -0.0736 0.1274
```
Forces are in eV/Å.

# 5
Molecular formula: C4H6NO2
Method: DFT, the ωB97M-V functional and the def2-TZVPD basis

Calculated values
- Net charge: +1
- HOMO level: -15.48 eV
- Relative energy (zero: lowest compared OMol25 entry of this formula, charge and spin): 73.28 kcal per mole
- E_tot: -9819.4232 eV
- LUMO energy: -5.395 eV

XYZ file:
```
13
Properties=species:S:1:pos:R:3:forces:R:3:nbo_charge:R:1
C -2.169 -1.659 0.624 0.2758 -1.3986 -0.6098 0.2293
C 0.264 -0.492 -1.457 -0.8213 -1.2068 0.6229 0.9454
C 0.292 1.716 0.635 -0.0229 -1.0251 2.3879 -0.2859
C 1.203 -0.353 -0.403 3.5607 -1.1786 3.1394 -0.2852
N -1.317 -1.150 0.047 -0.9958 0.0662 0.6925 -0.4406
O -0.293 -0.633 -2.404 -0.3422 0.2550 -1.3446 -0.2337
O 0.840 0.353 0.727 -0.7728 1.0028 -0.6951 -0.4806
H -2.845 -2.457 0.971 0.2802 1.1494 0.0876 0.2790
H -0.103 1.830 1.709 1.4658 0.5900 -1.4445 0.2440
H -0.629 1.836 0.125 -0.9096 -0.6436 -1.3276 0.1906
H 1.028 2.385 0.205 0.1872 0.3235 0.6006 0.2062
H 1.609 -1.376 0.176 -1.4549 1.8620 -2.4939 0.3565
H 2.119 0.000 -0.954 -0.4504 0.2038 0.3843 0.2748
```
Forces are in eV/Å.